#one
20
Properties=species:S:1:pos:R:3 method="wB97M-V/def2-TZVPD" homo_ev="-7.3 / -7.3" charge=0 e_lumo_ev="0.559 / 0.559"
H -1.6138 -1.5174 0.9320
C 1.1840 0.0802 1.2770
H 1.9589 0.3398 -2.1121
H -1.4025 0.1758 2.3928
C -0.0053 -0.7723 -0.7373
O -1.8937 0.4295 1.6034
H -0.5848 2.1173 0.3062
H -2.3737 -0.3092 -0.2008
H -1.2458 -2.2827 -1.4491
H 1.2225 -0.9702 1.5594
H 1.0317 2.2974 -0.3835
C -1.6529 -0.4825 0.5915
H 2.2049 0.4349 1.1458
H 0.3985 -2.0504 -2.3011
C -0.3075 -1.7457 -1.5422
C 0.1223 1.6985 -0.4133
H -0.3034 1.7502 -1.4137
C 0.4765 0.2868 -0.0339
H 0.7128 0.6710 2.0663
O 2.0714 -0.1510 -1.2874

=====

#two
20
Properties=species:S:1:pos:R:3 method="wB97M-V/def2-TZVPD" homo_ev=-9.9 smiles=CC1(C)C[C@@](C)(O)O1 charge=0 e_lumo_ev=0.826
O -2.0221 -1.2391 0.7903
H -1.9430 -1.9075 0.0979
C 1.7261 0.8655 -0.5375
C -0.2469 -0.5661 2.3418
C -0.8646 0.7399 0.1768
H 0.0355 0.9248 -2.7184
H 1.9570 0.9653 0.5205
H -1.0515 -0.1426 2.9358
H -1.7296 0.8498 -0.4654
H 0.8136 -0.6691 -2.6695
H 2.5218 0.2875 -1.0074
H -0.9092 -0.5160 -2.3150
H 1.6995 1.8552 -0.9887
C 0.3910 0.1745 -0.7381
C -0.6573 -0.5697 0.8871
H 0.6665 0.0102 2.4725
H -0.0746 -1.5917 2.6603
O 0.3095 -1.0698 -0.0034
C 0.0601 -0.0336 -2.2038
H -0.6818 1.6324 0.7643

=====

#three
20
Properties=species:S:1:pos:R:3 method="wB97M-V/def2-TZVPD" homo_ev=-8.3 smiles="C/C=C/C=C(/C)O.O" charge=0 e_lumo_ev=0.763
C 0.9496 -0.0942 -0.1140
C 3.4564 -0.3461 0.2122
H 0.8535 -0.7325 0.7624
H -0.7474 -1.7813 0.1073
C -2.8146 0.1104 -1.1471
H -0.0466 1.2187 -1.5123
H -2.8093 0.9750 -1.8057
O -1.5333 -1.2625 0.2438
H -3.4745 0.2966 -0.3009
H -3.2018 -0.8038 -1.5917
O -1.9262 0.7501 2.4095
H -1.1693 1.3324 2.5345
C -0.2448 0.4224 -0.8115
H 3.2274 -0.5252 1.2696
C -1.4416 -0.1548 -0.6007
C 2.2088 0.2528 -0.4084
H 3.7211 -1.3131 -0.2014
H -1.6230 0.0814 1.7741
H 2.3989 1.1450 -1.0017
H 4.2169 0.4287 0.1821

=====

Referenced to the most stable arrangement, the calculated values in eV are #one 5.049; #two 0.000; #three 0.537.

=====

#one
18
Properties=species:S:1:pos:R:3 method="wB97M-V/def2-TZVPD" homo_ev="-10.1 / -10.1" charge=0 e_lumo_ev="0.686 / -2.330" multiplicity=2
C -0.0452 0.3361 -0.1014
H -1.5154 -1.0698 -0.9518
O 2.3090 1.7242 -1.2942
H 3.4020 0.1783 -0.6129
N 1.1413 -0.4780 -0.1053
H 1.2104 -1.0127 -0.9854
H -1.2100 -1.2624 0.7538
H 0.8975 -1.7336 1.2152
H -2.6134 0.8115 1.2268
O 0.6159 -2.3262 1.9394
O -3.3475 0.6319 -0.6078
C -2.5155 0.3878 0.2157
H -0.1268 1.0609 -0.9194
H 2.5296 1.2143 0.6537
H 1.2582 -3.0432 1.9383
C -1.3343 -0.5043 -0.0295
C 2.6748 0.9720 -0.4141
H -0.0083 1.0254 0.7468

=====

#two
18
Properties=species:S:1:pos:R:3 method="wB97M-V/def2-TZVPD" homo_ev="-10.0 / -10.0" charge=0 e_lumo_ev="0.561 / -2.779" multiplicity=2
C -0.6046 -0.8072 1.4468
H -0.0997 1.5829 -1.3002
H 2.5914 0.4399 -0.8504
H -1.1857 -1.6337 1.8511
H 0.2986 -0.6294 2.0368
N 0.9742 -0.7634 -0.4801
H -2.3918 0.2392 0.8159
C 1.8998 0.3085 -0.0355
C -0.1916 -1.2399 0.0476
H 1.2255 -1.1901 -1.3601
H -0.9630 1.2013 0.8156
H 2.4146 -0.1267 0.8200
C -1.5063 0.4456 1.3834
O -0.8733 -2.0179 -0.5942
O 1.3470 1.4885 0.2311
H -1.6620 0.8931 2.3609
O -0.7996 1.7825 -1.9459
H -1.1524 0.9283 -2.2227

=====

#three
18
Properties=species:S:1:pos:R:3 method="wB97M-V/def2-TZVPD" homo_ev="-10.0 / -9.6" charge=0 e_lumo_ev="0.661 / -3.353" multiplicity=2
H 0.0023 -1.5549 0.4553
H -0.5531 1.5700 0.5276
O -0.3437 -0.7499 -2.9281
H 1.7504 -0.6735 -1.4841
H 1.0871 2.3023 1.1652
H -2.8967 -1.6138 1.5885
O -1.1401 -0.7908 -0.8780
C 1.0496 0.1218 -1.2401
H 0.6193 2.4210 -0.5069
C -0.2662 -0.5172 -1.7613
H 0.1910 -0.5009 1.8270
N 1.1877 0.4550 0.1594
H -2.3798 -0.5165 0.7174
H 1.3383 0.9967 -1.8623
C 0.7529 -0.7546 0.9375
H 1.6505 -1.2926 1.2428
O -2.5728 -0.6433 1.6364
C 0.5234 1.7413 0.4039

=====

Referenced to the most stable arrangement, the calculated values in eV are #one 1.606; #two 0.000; #three 1.142.

=====

#one
11
Properties=species:S:1:pos:R:3 method="wB97M-V/def2-TZVPD" homo_ev=-9.5 smiles="C#CC(=C)CF" charge=0 e_lumo_ev=0.753
C -1.1133 -0.5401 -0.0166
C 1.3534 -0.4429 0.3877
C -0.0086 0.2332 -0.0090
H 0.8060 2.1883 -0.3549
H -0.9298 1.8354 -0.6865
C 0.0678 1.5058 -0.3080
F 1.7718 -1.2885 -0.6070
H 2.0621 0.2926 0.5799
H -3.0589 -1.7212 -0.1271
H 1.2142 -0.9923 1.3257
C -2.1646 -1.0706 -0.1842

=====

#two
11
Properties=species:S:1:pos:R:3 method="wB97M-V/def2-TZVPD" homo_ev=-9.5 charge=0 e_lumo_ev=-0.435
C 0.3899 -1.4476 -1.0940
C -0.3967 -1.4628 -2.1631
H -1.6200 -0.1343 -0.3415
C 0.4674 -0.3539 -0.1434
H 1.2676 -2.1688 -0.9111
C -0.8188 0.4114 0.0573
H 1.2267 -0.5745 0.5051
F 0.0331 1.2178 -2.0351
C 0.2584 1.0484 -0.7321
H 0.6576 1.8531 -0.0765
H -1.0732 0.8328 1.0027

=====

Referenced to the most stable arrangement, the calculated values in eV are #one 0.000; #two 2.429.

=====

#one
21
Properties=species:S:1:pos:R:3 method="wB97M-V/def2-TZVPD" homo_ev=-8.9 charge=0 e_lumo_ev=-0.454
O -2.0521 1.9629 -0.5724
H -0.0476 0.8078 -1.6855
C 1.7143 -0.3024 -0.7290
C -2.0075 0.9099 0.2773
C 2.3417 0.0795 0.4157
O -4.4407 -1.5571 -0.3667
H 2.1013 -0.9557 -1.5619
H 4.0309 0.2289 1.6028
C -0.2324 -1.1673 -0.3742
O -3.1770 0.1229 -0.1122
C 0.2431 0.0883 -0.9140
H 4.4538 0.3495 -0.1245
C -0.6239 0.1462 0.3181
H 4.0667 -1.1391 0.6090
H -0.2262 0.2318 1.4309
C 3.8283 -0.0798 0.6058
H -1.5862 1.6662 -1.3354
C -3.4434 -1.1171 0.3925
H -2.1500 1.3334 1.2527
H 1.8460 0.7973 1.0076
H -4.6394 -2.4061 -0.1365

=====

#two
21
Properties=species:S:1:pos:R:3 method="wB97M-V/def2-TZVPD" homo_ev=-9.4 smiles="CC(=O)C1=C(C)O[C@H](C)C1=O" charge=0 e_lumo_ev=0.012
C -0.8674 2.6551 -0.3790
C -1.1197 -0.6492 0.2859
C 0.2601 -0.4614 0.3606
H -0.1521 3.4377 -0.1337
O 1.1211 -2.5585 0.7046
H -2.6638 -1.6943 -0.5885
C 2.6230 -1.0590 -0.5989
H -1.2385 -2.4501 -0.6486
H -0.9555 1.9298 1.5807
H -0.5880 2.3874 -1.4037
C 0.4834 0.8508 0.6152
C -1.8370 -1.8788 0.0073
H -2.1860 -2.5719 0.8188
C 1.2471 -1.4492 0.1162
C -0.7910 1.4953 0.6080
H 2.4994 -1.1324 -1.6453
O 1.5406 1.4154 0.9309
H 3.3356 -1.8046 -0.2797
H 2.9917 -0.1305 -0.2879
H -1.8720 3.1336 -0.3340
O -1.8311 0.5348 0.2712

=====

Referenced to the most stable arrangement, the calculated values in eV are #one 6.923; #two 0.000.

=====

#one
20
Properties=species:S:1:pos:R:3 method="wB97M-V/def2-TZVPD" homo_ev="-14.7 / -14.7" charge=+1 e_lumo_ev="-3.811 / -7.897" multiplicity=2
C -1.4149 1.5659 -0.1206
H 1.1738 -2.5413 -2.2898
H -1.6804 1.8154 -1.1325
C -1.5921 0.8490 1.9068
H 0.9995 2.1238 -1.1380
H 0.4501 -1.0298 -1.8590
N -0.2968 1.0706 1.7516
H 2.0745 -1.3152 -1.3475
C 1.1488 1.8868 -0.0947
N -2.3152 1.1255 0.7836
H -2.0027 0.5086 2.8441
C 0.6895 -2.4996 -0.1749
C -0.1277 1.5345 0.5051
H -3.3210 1.0573 0.6442
H 1.5927 2.5761 0.6347
H 1.4943 -2.4668 0.5551
H 0.3320 -3.5214 -0.2452
H 1.8390 1.0391 -0.0070
C 1.1162 -1.8145 -1.4837
H -0.1595 -1.9639 0.2676

=====

#two
20
Properties=species:S:1:pos:R:3 method="wB97M-V/def2-TZVPD" homo_ev="-15.1 / -15.2" charge=+1 e_lumo_ev="-3.904 / -7.727" multiplicity=2
H 1.8455 -1.1751 -0.1613
H 0.5669 -2.7536 1.9115
H -2.5905 -0.2423 -2.2700
N -0.8133 1.6066 -2.0440
C 0.1646 2.3352 -1.4939
C -0.5340 1.1142 0.1551
H 0.6806 -1.1996 2.5900
H 2.5002 -0.5124 1.3225
H -0.6074 0.7286 1.1667
N 0.3257 2.0805 -0.1732
H 2.6539 -2.2609 0.8683
C -1.2711 0.8374 -1.0669
H 0.7658 3.0045 -2.1053
H -3.1176 -0.0096 -0.5537
C 2.0151 -1.3796 0.8989
H -0.2562 -1.4577 1.1862
C -2.2855 -0.2109 -1.2287
C 0.7215 -1.7185 1.6285
H -1.8696 -1.2060 -1.0070
H 1.1053 2.4190 0.3763

=====

Referenced to the most stable arrangement, the calculated values in eV are #one 0.077; #two 0.000.

=====

#one
19
Properties=species:S:1:pos:R:3 method="wB97M-V/def2-TZVPD" homo_ev=-13.5 charge=+1 e_lumo_ev=-3.375
H -1.0446 1.1468 -0.4658
H -0.8207 -3.0386 -1.1965
N -0.2809 1.2332 0.2062
H -0.8195 -1.5761 -0.2783
H 0.5233 -2.6913 -0.0807
H -0.0073 0.1866 2.0192
S 2.0447 -0.6191 -1.1462
H 0.0602 2.2025 0.1237
C -0.6106 2.3026 2.3655
H -0.7980 2.2322 3.4444
H 0.0723 -0.8635 -2.4639
O -0.4111 3.3208 1.7784
H 1.1025 -2.3275 -2.5711
H 2.2920 0.1773 -2.1983
C -0.6414 0.9795 1.6265
C 0.6664 -1.5874 -1.9100
H 0.4953 0.5920 -0.1300
C -0.1605 -2.2635 -0.8160
H -1.6621 0.5933 1.6928

=====

#two
19
Properties=species:S:1:pos:R:3 method="wB97M-V/def2-TZVPD" homo_ev=-12.5 smiles=[NH3+][C@H](CO)CCS charge=+1 e_lumo_ev=-3.461
H -2.2156 -1.3918 -0.3288
H 0.6713 0.4916 2.1641
H 0.4414 1.6876 -0.4930
C 1.2193 0.9400 -0.7020
H 1.4828 1.0175 -2.7066
H 2.9002 -0.6248 -0.1154
O 1.1646 0.4387 -2.0512
C 0.8242 -0.3365 0.1351
S -2.2126 -0.0568 -0.3266
H -2.2540 0.2717 2.0443
H -0.1090 -1.1671 1.9553
C -0.0218 -0.1794 1.5167
H 2.2470 1.4626 -0.4451
H 0.4243 -1.2624 -0.4859
H -1.3183 1.5766 1.1297
H 2.2744 -2.0289 0.5547
H 2.6337 -0.7412 1.4860
N 2.2554 -1.0301 0.5749
C -1.5019 0.4621 1.1920

=====

#three
19
Properties=species:S:1:pos:R:3 method="wB97M-V/def2-TZVPD" homo_ev=-13.5 charge=+1 e_lumo_ev=-3.457
H -0.3527 -0.0683 -0.7336
H -0.0166 -3.0445 1.7317
H 1.9128 0.2815 -0.2781
H -1.8877 2.6561 1.5385
S 1.6577 -0.9052 -0.8384
H 1.8993 -2.8721 0.5264
H 1.9116 -1.4024 1.5133
N -1.1646 0.5552 -1.0336
H -3.0576 1.2290 -0.2760
H -0.5096 -1.3246 1.5558
H -2.1449 0.2441 0.8544
C -1.3258 2.2003 0.6994
C -0.0530 -2.1760 1.0590
H -0.6243 1.3900 -1.3262
H -1.6592 0.2001 -1.8494
O -0.3156 2.6760 0.2767
C 1.4004 -1.9153 0.6977
H -0.6870 -2.4675 0.2089
C -2.0472 1.0031 0.0786

=====

Referenced to the most stable arrangement, the calculated values in eV are #one 0.000; #two 1.229; #three 0.150.